Record 1
Entry from OMol25: a molecular structure, C20H16N3O2PtTe (the ωB97M-V functional and the def2-TZVPD basis).

The geometry in XYZ format:
```
43
C20H16N3O2PtTe, DFT the ωB97M-V functional and the def2-TZVPD basis
Pt -0.38 1.16 -0.83
O -4.21 2.50 -1.15
C -3.13 1.98 -1.22
N -1.95 2.37 -0.63
C -1.81 3.45 0.22
O -2.65 4.24 0.55
C -0.38 3.55 0.72
C -0.01 4.62 1.50
C 1.31 4.73 1.90
C 2.21 3.76 1.50
C 1.77 2.70 0.73
N 0.49 2.59 0.35
C -2.92 0.72 -2.04
C -3.95 0.21 -2.80
C -3.73 -0.90 -3.59
C -2.47 -1.47 -3.59
C -1.48 -0.92 -2.80
N -1.70 0.15 -2.03
H -0.76 5.35 1.76
H 1.64 5.56 2.51
H 3.26 3.81 1.77
H 2.44 1.93 0.39
H -4.91 0.72 -2.76
H -4.52 -1.32 -4.19
H -2.24 -2.34 -4.20
H -0.48 -1.34 -2.79
C 0.56 -2.39 -0.49
Te 1.58 -0.55 -0.92
C 2.20 -0.69 1.13
C 2.13 -2.17 1.44
C 2.83 -2.71 2.51
C 2.73 -4.06 2.80
C 1.93 -4.88 2.01
C 1.23 -4.35 0.94
C 1.32 -2.99 0.65
H 0.56 -3.03 -1.37
H -0.47 -2.14 -0.23
H 1.51 -0.11 1.73
H 3.20 -0.30 1.24
H 3.46 -2.07 3.12
H 3.29 -4.47 3.63
H 1.87 -5.94 2.23
H 0.62 -4.99 0.33
```

Output
Electronic energy   -40100.926 eV
2S+1   1
Total charge   +1
E_HOMO   -12.031 eV

=====

Record 2
Entry from OMol25: 2 unconnected molecules or ions with the total composition C20H16NO7S2 in a non-equilibrium geometry (the ωB97M-V functional and the def2-TZVPD basis).

The geometry in XYZ format:
```
46
C20H16NO7S2, DFT the ωB97M-V functional and the def2-TZVPD basis
C 0.70 5.07 1.21
C 1.76 5.25 0.35
C 2.04 4.28 -0.60
C 1.26 3.16 -0.68
S 1.64 1.93 -1.93
C 2.03 0.52 -0.91
C 1.29 -0.56 -1.03
S 3.38 0.54 0.26
C 2.53 0.24 1.81
C 2.03 1.29 2.54
C 1.41 1.06 3.75
C 1.30 -0.23 4.22
C 1.79 -1.29 3.49
C 2.42 -1.05 2.28
O 4.20 -0.71 0.02
O 3.84 1.97 0.41
O 0.33 1.59 -2.61
O 2.83 2.40 -2.73
C 0.20 2.98 0.18
C -0.08 3.93 1.13
H 0.47 5.82 1.94
H 2.36 6.14 0.40
H 2.87 4.39 -1.27
H 1.49 -1.45 -0.46
H 0.46 -0.57 -1.72
H 2.16 2.29 2.16
H 1.04 1.89 4.33
H 0.82 -0.41 5.17
H 1.71 -2.29 3.86
H 2.84 -1.86 1.71
H -0.41 2.09 0.09
H -0.91 3.80 1.80
C -4.20 -2.33 -1.26
C -4.83 -3.45 -1.70
C -4.11 -4.45 -2.37
N -4.79 -5.64 -2.81
O -4.13 -6.51 -3.40
O -6.00 -5.76 -2.59
C -2.75 -4.29 -2.60
C -2.10 -3.18 -2.17
C -2.80 -2.16 -1.46
O -2.20 -1.16 -1.03
H -4.74 -1.55 -0.75
H -5.88 -3.60 -1.54
H -2.23 -5.07 -3.13
H -1.04 -3.04 -2.36
```

Output
Electronic energy   -58489.110 eV
2S+1   1
Total charge   -1
E_HOMO   -3.957 eV

=====

Record 3
Entry from OMol25: a molecular structure, C20H17BClN5O2V (the ωB97M-V functional and the def2-TZVPD basis).

The geometry in XYZ format:
```
47
C20H17BClN5O2V, DFT the ωB97M-V functional and the def2-TZVPD basis
V 0.28 0.31 0.79
N -1.58 -4.44 -0.88
C -1.86 -3.34 -0.14
C -0.95 -2.27 -0.07
N -1.24 -1.18 0.62
C -2.42 -1.12 1.26
C -3.30 -2.18 1.17
N -3.03 -3.28 0.48
H -0.64 -4.62 -1.18
H -2.19 -5.23 -0.76
H -0.02 -2.28 -0.62
H -2.65 -0.23 1.82
H -4.26 -2.13 1.67
C 1.91 -0.92 1.26
C 3.03 0.01 1.55
C 3.16 0.59 2.82
C 4.16 1.51 3.09
C 5.06 1.87 2.09
C 4.96 1.29 0.83
C 3.96 0.38 0.57
C 6.11 2.82 2.37
N 6.94 3.59 2.60
H 1.61 -1.49 2.14
H 2.15 -1.60 0.44
H 2.47 0.31 3.60
H 4.25 1.95 4.08
H 5.66 1.57 0.05
H 3.87 -0.05 -0.42
O -1.50 1.59 -1.08
B -0.51 0.60 -1.21
O -0.77 -0.27 -2.27
C -1.98 0.17 -2.78
C -2.70 -0.36 -3.82
C -3.90 0.27 -4.13
C -4.34 1.38 -3.42
C -3.60 1.91 -2.37
C -2.42 1.27 -2.07
H -2.34 -1.22 -4.37
H -4.50 -0.11 -4.95
H -5.28 1.85 -3.69
H -3.93 2.78 -1.81
Cl -0.43 0.68 3.27
C -0.06 1.94 1.98
H 0.74 2.57 2.35
H -0.97 2.52 1.82
N 1.85 1.49 -1.78
C 1.17 1.09 -0.93
```

Output
Electronic energy   -71447.763 eV
2S+1   2
E_HOMO (alpha / beta)   -8.346 / -8.017 eV

=====

Record 4
Entry from OMol25: a molecular structure, C20H17Br2CaN2O7S2 in a non-equilibrium geometry (the ωB97M-V functional and the def2-TZVPD basis).

The geometry in XYZ format:
```
51
C20H17Br2CaN2O7S2, DFT the ωB97M-V functional and the def2-TZVPD basis
Ca 1.07 -0.57 -0.65
O 2.63 3.36 -0.20
C 2.49 2.06 -0.13
O 2.40 1.32 -1.09
C 2.42 1.44 1.26
C 2.66 2.03 2.48
C 2.53 1.22 3.61
C 2.17 -0.12 3.49
C 1.96 -0.63 2.22
N 2.08 0.16 1.17
C 1.57 -2.09 1.84
O 1.18 -2.81 2.75
O 1.70 -2.32 0.60
H 2.33 3.61 -1.13
H 2.94 3.07 2.56
H 2.71 1.64 4.59
H 2.06 -0.77 4.35
C -1.33 0.36 2.21
C -1.50 -0.98 1.55
C -2.21 -1.99 2.24
C -2.39 -3.20 1.67
C -1.86 -3.46 0.38
C -2.01 -4.69 -0.29
Br -3.01 -6.11 0.49
C -1.46 -4.89 -1.52
C -0.73 -3.87 -2.12
Br 0.05 -4.19 -3.82
C -0.51 -2.62 -1.54
O 0.19 -1.70 -2.11
C -1.14 -2.42 -0.23
N -0.97 -1.19 0.36
H -2.31 0.77 2.46
H -0.82 1.07 1.57
H -0.78 0.25 3.15
H -2.59 -1.77 3.23
H -2.92 -3.99 2.19
H -1.58 -5.83 -2.03
C -0.92 3.91 0.16
O -0.19 2.70 0.24
H -1.89 3.76 -0.31
H -0.37 4.67 -0.40
H -1.08 4.27 1.18
H -0.20 2.32 -0.67
C -0.73 1.93 -5.42
O 0.05 2.91 -4.73
C 0.29 2.77 -3.42
S 1.20 4.05 -2.79
S -0.45 1.48 -2.60
H -0.68 2.22 -6.47
H -1.76 1.95 -5.07
H -0.32 0.93 -5.27
```

Output
Electronic energy   -218530.131 eV
2S+1   1
Total charge   -1
E_HOMO   -4.863 eV

=====

Record 5
Entry from OMol25: a molecular structure, C20H17Cl6N3O6 in a non-equilibrium geometry (the ωB97M-V functional and the def2-TZVPD basis).

The geometry in XYZ format:
```
52
C20H17Cl6N3O6, DFT the ωB97M-V functional and the def2-TZVPD basis
C -0.68 3.97 -2.05
C -0.85 2.62 -1.94
C -2.12 2.05 -1.79
C -3.17 2.99 -1.70
C -2.98 4.32 -1.59
C -1.71 4.86 -1.82
N -4.49 2.49 -1.69
O -5.36 3.36 -1.88
O -4.70 1.33 -1.49
H 0.26 4.38 -2.41
H 0.08 2.05 -1.95
H -2.39 0.97 -1.78
H -3.91 4.88 -1.43
H -1.56 5.93 -1.84
C 0.94 -5.07 -0.99
C 2.28 -4.91 -1.26
C 3.25 -5.90 -1.11
C 2.74 -7.12 -0.78
C 1.40 -7.39 -0.59
C 0.48 -6.39 -0.73
N 3.65 -8.27 -0.60
O 4.73 -8.04 -0.13
O 3.26 -9.36 -0.99
H 0.32 -4.23 -0.90
H 2.69 -3.93 -1.38
H 4.31 -5.68 -1.24
H 1.09 -8.40 -0.31
H -0.52 -6.64 -0.55
C -3.67 0.43 2.19
C -2.70 -0.14 1.31
C -1.45 0.53 1.17
C -1.43 1.82 1.70
C -2.38 2.47 2.46
C -3.55 1.74 2.60
N -0.13 2.53 1.44
O 0.68 2.04 0.69
O 0.03 3.62 2.00
H -4.54 -0.13 2.60
H -2.89 -1.11 0.88
H -0.63 0.08 0.65
H -2.34 3.43 2.87
H -4.32 2.10 3.29
C 3.20 0.85 -0.33
Cl 2.73 -0.79 -0.69
Cl 2.82 1.97 -1.66
Cl 4.89 0.75 0.00
H 2.72 1.25 0.57
C 3.06 4.30 2.63
Cl 3.02 5.15 4.14
Cl 3.83 2.77 2.65
Cl 3.94 5.35 1.47
H 2.08 4.12 2.27
```

Output
Electronic energy   -112896.042 eV
2S+1   1
E_HOMO   -10.114 eV

=====

Record 6
Entry from OMol25: a molecular structure, C20H17ClN5O2ReS in a non-equilibrium geometry (the ωB97M-V functional and the def2-TZVPD basis).

The geometry in XYZ format:
```
47
C20H17ClN5O2ReS, DFT the ωB97M-V functional and the def2-TZVPD basis
Re 0.29 -0.10 0.43
N -0.64 -3.71 -1.77
C -0.58 -2.60 -1.01
S 1.06 -2.02 -0.68
N -1.73 -2.12 -0.62
N -1.55 -0.96 0.13
C -2.57 -0.43 0.68
C -3.95 -0.97 0.61
C -4.25 -2.23 1.11
C -5.55 -2.70 1.06
C -6.55 -1.91 0.49
C -6.25 -0.66 -0.02
C -4.94 -0.19 0.04
C -2.31 0.83 1.41
C -3.29 1.53 2.08
C -2.97 2.74 2.67
C -1.68 3.22 2.59
C -0.73 2.46 1.96
N -1.03 1.27 1.38
H 0.20 -4.13 -2.13
H -1.54 -4.09 -2.03
H -3.46 -2.85 1.53
H -5.79 -3.68 1.45
H -7.57 -2.28 0.46
H -7.02 -0.05 -0.48
H -4.70 0.79 -0.37
H -4.29 1.13 2.14
H -3.74 3.30 3.19
H -1.39 4.17 3.04
H 0.31 2.74 1.92
O 3.95 1.98 0.95
N 3.14 1.37 0.34
O 2.03 1.06 0.83
Cl 4.72 -1.47 0.02
C 5.54 -0.30 -0.98
C 6.87 -0.47 -1.28
C 7.51 0.48 -2.06
C 6.82 1.60 -2.52
C 5.48 1.76 -2.20
C 4.83 0.81 -1.43
C 3.39 0.95 -1.12
H 7.40 -1.35 -0.92
H 8.56 0.35 -2.31
H 7.33 2.34 -3.13
H 4.94 2.62 -2.56
H 2.81 0.04 -1.22
H 2.90 1.74 -1.69
```

Output
Electronic energy   -58040.190 eV
2S+1   4
Total charge   +1
E_HOMO (alpha / beta)   -10.732 / -10.300 eV

=====

Record 7
Entry from OMol25: a molecular structure, C20H17CrN7O5 in a non-equilibrium geometry (the ωB97M-V functional and the def2-TZVPD basis).

The geometry in XYZ format:
```
50
C20H17CrN7O5, DFT the ωB97M-V functional and the def2-TZVPD basis
Cr 0.68 -0.49 -1.30
O 4.15 1.57 -2.04
C 3.02 1.10 -1.87
N 2.62 -0.19 -1.60
C 3.40 -1.32 -1.51
O 4.61 -1.45 -1.73
C 2.71 -2.59 -1.28
C 3.30 -3.88 -1.31
C 2.53 -4.99 -1.03
C 1.17 -4.85 -0.70
C 0.65 -3.58 -0.62
N 1.41 -2.49 -0.94
C 1.93 2.10 -1.94
C 2.09 3.50 -2.11
C 0.96 4.27 -2.31
C -0.33 3.66 -2.31
C -0.41 2.32 -2.11
N 0.71 1.61 -2.00
H 4.35 -3.97 -1.55
H 2.92 -6.00 -1.08
H 0.49 -5.68 -0.48
H -0.30 -3.35 -0.21
H 3.11 3.92 -2.02
H 1.01 5.35 -2.38
H -1.20 4.27 -2.33
H -1.39 1.83 -1.99
O -1.46 1.40 0.51
C -0.84 0.53 1.18
O 0.14 -0.26 0.80
C -1.29 0.29 2.66
N -2.62 0.98 2.80
C -2.77 1.59 4.18
C -1.33 1.88 4.63
C -0.37 1.03 3.72
H -1.33 -0.82 2.89
H -3.40 0.36 2.51
H -2.58 1.71 2.05
H -3.16 0.82 4.81
H -3.39 2.50 4.14
H -1.21 1.61 5.69
H -1.16 2.99 4.69
H 0.27 0.31 4.23
H 0.32 1.65 3.12
O -0.82 -1.36 -3.42
N -1.15 -1.20 -2.19
C -2.47 -1.31 -1.86
C -2.75 -1.51 -0.48
N -3.04 -1.59 0.67
C -3.48 -1.20 -2.90
N -4.32 -1.05 -3.70
```

Output
Electronic energy   -70098.461 eV
2S+1   4
Total charge   +1
E_HOMO (alpha / beta)   -11.986 / -12.022 eV

=====

Record 8
Entry from OMol25: a single C20H17F2N3O5 molecule in a non-equilibrium geometry (the ωB97M-V functional and the def2-TZVPD basis).

The geometry in XYZ format:
```
47
C20H17F2N3O5, DFT the ωB97M-V functional and the def2-TZVPD basis
C 4.54 2.08 0.64
C 4.58 0.56 0.99
C 3.48 -0.14 1.79
N 2.23 0.33 1.25
C 1.34 -0.25 0.26
C 1.71 -1.25 -0.65
F 2.94 -1.76 -0.58
C 0.79 -1.81 -1.65
C -0.37 -1.19 -1.88
C -1.25 -1.58 -3.07
O -0.82 -2.41 -3.87
C -2.55 -0.92 -3.13
C -3.40 -1.43 -4.18
O -3.75 -0.70 -5.10
O -3.97 -2.70 -3.84
C -2.95 0.04 -2.17
N -2.24 0.27 -0.93
C -3.08 0.34 0.15
C -3.18 -0.70 1.07
C -3.92 -0.50 2.22
C -4.62 0.63 2.46
F -5.49 0.63 3.47
C -4.58 1.72 1.55
C -3.77 1.55 0.43
C -0.89 -0.23 -0.91
C 0.05 0.30 0.03
N -0.41 1.25 0.97
C 5.83 0.43 1.76
O 5.90 0.83 2.92
O 6.81 -0.27 1.14
H 4.24 2.64 1.50
H 5.48 2.54 0.23
H 3.78 2.22 -0.07
H 4.78 0.04 0.08
H 3.58 -1.27 1.78
H 3.59 -0.01 2.96
H 1.92 1.21 1.75
H 1.18 -2.73 -2.05
H -4.35 -2.97 -4.74
H -3.87 0.58 -2.45
H -2.62 -1.68 0.91
H -3.94 -1.39 2.90
H -5.10 2.65 1.75
H -3.71 2.41 -0.28
H -1.36 1.51 0.80
H -0.01 1.31 1.89
H 7.47 -0.20 1.87
```

Output
Electronic energy   -41156.494 eV
2S+1   1
SMILES   C[C@H](CNc1c(F)cc2c(=O)c(C(=O)O)cn(-c3ccc(F)cc3)c2c1N)C(=O)O
E_HOMO   -8.033 eV

=====

Record 9
Entry from OMol25: a molecular structure, C20H17F9FeN8O3PS2Se (the ωB97M-V functional and the def2-TZVPD basis).

The geometry in XYZ format:
```
62
C20H17F9FeN8O3PS2Se, DFT the ωB97M-V functional and the def2-TZVPD basis
Fe 0.71 0.07 -0.72
C 3.83 0.04 4.25
C 3.17 -1.09 3.47
N 1.77 -0.83 3.17
C 1.32 -0.16 2.10
S 2.38 0.52 0.92
N 0.00 -0.01 2.02
N -0.31 0.55 0.81
C -1.20 1.46 0.76
C -2.06 1.83 1.92
C -1.21 2.17 -0.52
C -2.11 3.18 -0.84
C -1.99 3.83 -2.05
C -0.98 3.46 -2.92
C -0.11 2.45 -2.53
N -0.20 1.84 -1.35
H 4.88 -0.21 4.46
H 3.32 0.22 5.19
H 3.81 0.96 3.66
H 3.21 -2.03 4.03
H 3.68 -1.25 2.53
H 1.07 -1.12 3.84
H -2.25 0.93 2.51
H -3.01 2.24 1.59
H -1.56 2.56 2.56
H -2.90 3.44 -0.15
H -2.69 4.62 -2.32
H -0.85 3.93 -3.88
H 0.70 2.13 -3.17
Se -1.80 -2.12 2.24
C -1.24 -2.62 3.97
C -1.88 -2.15 5.12
C -1.42 -2.55 6.37
N -0.37 -3.35 6.55
C 0.24 -3.80 5.45
C -0.15 -3.47 4.16
H -2.73 -1.48 5.04
H -1.91 -2.19 7.27
H 1.10 -4.45 5.59
H 0.38 -3.87 3.31
F -1.70 -3.33 -1.21
C -2.22 -2.69 -2.25
F -3.52 -3.03 -2.34
F -1.61 -3.11 -3.36
S -2.07 -0.86 -2.06
O -2.72 -0.34 -3.22
O -0.60 -0.68 -2.08
O -2.68 -0.59 -0.78
F 3.01 2.59 -2.22
P 3.66 1.61 -3.33
F 3.01 2.53 -4.51
F 4.26 0.68 -2.17
F 4.29 0.63 -4.46
F 2.27 0.72 -3.35
F 5.00 2.51 -3.36
N 1.15 -1.80 -0.32
C 1.44 -2.90 -0.10
C 1.78 -4.22 0.21
C 1.21 -5.31 -0.49
N 0.76 -6.23 -1.04
C 2.70 -4.46 1.25
N 3.45 -4.67 2.11
```

Output
Electronic energy   -194238.602 eV
2S+1   2
Total charge   -2
E_HOMO (alpha / beta)   -3.158 / -3.194 eV

=====

Record 10
Entry from OMol25: a molecular structure, C20H17N4O2SSbSe4Zr (the ωB97M-V functional and the def2-TZVPD basis).

The geometry in XYZ format:
```
50
C20H17N4O2SSbSe4Zr, DFT the ωB97M-V functional and the def2-TZVPD basis
Zr 0.07 -0.64 0.25
Se 2.40 -2.65 -3.90
Sb 0.41 -1.71 -3.02
Se 1.12 0.50 -1.68
Se -0.16 -2.98 -0.84
Se -1.54 -1.03 -4.20
O 1.42 -1.87 1.69
S 0.94 -1.25 2.95
O -0.09 -1.92 3.69
N 0.53 0.14 2.30
C -0.25 1.12 2.93
C -0.37 1.36 4.27
C -1.14 2.45 4.72
C -1.76 3.29 3.85
C -1.66 3.07 2.45
C -2.25 3.89 1.47
C -2.08 3.59 0.15
C -1.34 2.45 -0.21
N -0.78 1.66 0.67
C -0.91 1.97 2.00
C 2.32 -1.03 4.02
C 3.42 -0.33 3.53
C 4.51 -0.14 4.37
C 4.48 -0.64 5.66
C 3.38 -1.34 6.13
C 2.28 -1.54 5.30
H 0.14 0.72 4.98
H -1.23 2.62 5.79
H -2.34 4.13 4.21
H -2.83 4.75 1.78
H -2.51 4.20 -0.63
H -1.19 2.19 -1.25
H 3.42 0.05 2.52
H 5.37 0.40 4.01
H 5.33 -0.48 6.31
H 3.37 -1.73 7.14
H 1.41 -2.08 5.64
N -6.12 -2.05 -0.32
C -4.85 -1.60 -0.12
C -4.14 -0.96 -1.14
C -2.88 -0.51 -0.87
N -2.26 -0.67 0.31
C -2.94 -1.29 1.29
C -4.22 -1.74 1.13
H -6.46 -2.12 -1.26
H -6.53 -2.69 0.35
H -4.55 -0.84 -2.13
H -2.30 -0.06 -1.68
H -2.41 -1.43 2.22
H -4.72 -2.23 1.95
```

Output
Electronic energy   -311115.019 eV
2S+1   1
E_HOMO   -7.107 eV